1.
Computed, not measured: a 9-piece molecular cluster, C29H60B2NO12 overall in a non-equilibrium geometry, with ωB97M-V/def2-TZVPD.

* strongest force on any atom: 5.39 eV Å⁻¹
* E: -58454.22114 eV
* energy relative to the best compared isomer or geometry (same formula, charge and spin): 334.27 kJ/mol
* HOMO level: -0.3955 Ha
* multiplicity: 1
* gap between HOMO and LUMO: 6.59 eV
* charge: +1

Each line ends with the Mulliken charge.
Cartesian coordinates (Å):
C1 1.578 -1.283 5.449  -0.63
N1 0.781 1.529 -0.381  0.17
C2 2.462 -1.089 4.246  0.75
H1 5.510 4.044 -1.997  0.30
H2 -1.665 0.837 3.910  0.02
H3 0.002 -4.495 9.365  0.37
O1 2.712 0.792 1.138  -0.31
H4 3.952 -1.945 2.979  0.31
H5 0.683 -6.274 6.049  0.28
H6 -3.703 1.149 7.131  0.36
C3 -0.326 2.544 -0.193  -0.58
O2 1.056 -2.447 -0.151  -0.56
H7 0.378 7.725 -2.331  0.37
H8 -0.813 -4.887 0.167  0.35
H9 8.458 2.029 -0.627  0.31
H10 3.276 7.046 -1.070  0.33
C4 -0.284 -2.627 1.817  -0.89
H11 -1.301 2.045 5.162  0.35
H12 -0.918 -6.263 6.821  0.34
H13 -3.197 -2.683 -6.450  0.17
C5 -1.517 -3.129 -9.477  -1.12
H14 5.948 2.389 -1.518  0.30
O3 -1.956 -0.932 5.662  -0.53
O4 -3.517 -1.568 -2.727  -0.62
H15 -0.487 -3.027 -9.127  0.31
H16 -5.170 -0.386 -4.035  0.25
H17 -2.794 -0.171 7.899  0.30
C6 0.138 -6.021 6.964  -1.13
C7 0.398 -3.174 0.592  0.88
B1 -2.280 -0.933 -3.287  0.75
C8 -1.241 0.500 -1.309  0.26
C9 -6.524 -0.819 -6.503  -1.21
H18 2.707 6.993 0.613  0.29
H19 -2.862 -1.411 -7.646  0.29
O5 -4.449 0.268 -6.967  -0.58
C10 -2.500 -2.354 -7.228  -0.65
H20 0.553 -6.603 7.791  0.34
H21 5.686 3.654 -0.272  0.26
C11 3.373 -2.225 3.865  -1.15
H22 0.658 -5.227 1.137  0.35
H23 2.781 -3.114 3.630  0.25
H24 -1.568 -3.969 -10.178  0.32
O6 -1.402 -1.671 -4.232  -0.55
H25 -6.469 -1.091 -7.563  0.33
H26 2.743 3.708 0.086  0.27
C12 8.476 3.102 -0.419  -1.07
H27 1.081 -0.565 -1.260  0.33
H28 -0.476 -1.636 -3.815  0.28
C13 -2.033 1.304 4.829  -0.92
O7 3.099 2.868 -0.355  -0.45
H29 -6.548 -1.735 -5.908  0.30
C14 -0.389 -4.003 8.471  -1.08
H30 0.906 -2.129 5.284  0.18
H31 8.196 3.294 0.620  0.31
H32 -0.086 -1.552 1.893  0.00
C15 1.232 6.457 -0.834  0.85
O8 2.441 -0.043 3.599  -0.61
C16 0.381 0.356 -1.026  -0.34
H33 2.190 8.329 -0.440  0.40
H34 2.191 -1.451 6.338  0.35
H35 -1.014 1.030 -3.625  0.19
H36 -3.500 -2.514 -3.094  0.32
O9 0.951 -3.823 6.502  -0.51
H37 -1.469 -4.155 8.395  0.33
C17 0.243 -4.645 0.310  -1.26
C18 -2.211 0.249 5.888  0.87
H38 -4.281 1.050 -4.591  0.07
H39 -7.432 -0.233 -6.339  0.38
H40 1.464 6.442 -2.961  0.33
C19 -5.204 0.472 -4.711  -0.84
H41 -6.053 1.116 -4.467  0.46
H42 -1.513 -2.217 -6.779  0.25
H43 9.494 3.473 -0.582  0.30
C20 -2.429 -3.399 -8.310  0.67
H44 -2.652 2.262 -0.353  0.36
B2 2.227 1.765 0.096  0.46
H45 0.975 -0.382 5.605  0.15
H46 -1.725 1.125 0.881  0.11
H47 -2.013 1.410 7.675  0.33
C21 -2.714 0.696 7.235  -1.21
C22 -1.684 1.625 -0.195  -0.41
C23 6.073 3.447 -1.273  -0.82
H48 -1.364 -2.779 1.741  0.45
H49 -0.169 6.035 -2.388  0.28
H50 -0.171 3.376 0.615  0.43
H51 -1.638 -0.560 -0.930  0.14
C24 7.530 3.819 -1.345  0.68
H52 -2.992 1.785 4.618  0.44
H53 -0.311 3.103 -1.243  0.16
O10 -3.091 -4.434 -8.242  -0.58
C25 0.696 6.685 -2.222  -1.14
O11 7.932 4.676 -2.130  -0.57
C26 0.293 -4.550 7.245  0.76
H54 0.788 -4.898 -0.605  0.35
C27 -1.789 0.610 -2.850  -0.56
H55 4.067 -2.436 4.683  0.39
H56 1.955 0.786 1.814  0.36
C28 2.431 7.263 -0.411  -1.15
H57 0.107 -3.119 2.711  0.35
H58 -1.836 -2.221 -9.995  0.32
C29 -5.314 -0.002 -6.136  0.88
H59 -0.191 -2.928 8.547  0.23
H60 -2.729 1.318 -2.889  0.19
O12 0.711 5.642 -0.074  -0.53

Forces on the atoms, in the same order (eV/Å):
C -0.12 0.68 -0.39
N -0.67 -3.63 -1.54
C -0.22 0.96 -0.19
H 0.15 -0.12 0.13
H -0.05 0.04 0.21
H -0.21 -0.09 -0.04
O -3.01 3.62 -2.62
H -0.12 -0.03 0.18
H -0.11 0.07 0.21
H 0.15 0.17 0.05
C -1.35 1.01 -2.38
O -0.73 -0.48 0.50
H 0.20 -0.04 -0.12
H 0.06 -0.07 0.23
H -0.10 0.03 0.21
H -0.07 0.23 -0.08
C 0.20 0.47 -0.19
H -0.20 0.10 0.01
H 0.06 -0.09 0.22
H 0.14 0.03 -0.17
C -0.10 -0.42 -0.26
H -0.06 0.03 0.25
O -0.29 1.47 0.19
O 3.77 -0.08 -2.47
H -0.07 0.21 -0.06
H -0.23 0.15 0.01
H 0.03 0.19 -0.18
C 0.27 0.03 -0.43
C 0.54 0.49 -0.57
B -0.37 -1.16 -0.50
C -0.06 -1.86 1.50
C 0.17 -0.04 -0.46
H -0.08 0.08 -0.21
H 0.20 0.02 0.08
O -1.01 -0.29 1.12
C -0.21 -0.21 0.09
H -0.23 -0.02 0.01
H 0.03 -0.28 -0.04
C 0.25 0.35 -0.49
H -0.24 -0.01 0.01
H 0.08 -0.05 0.27
H -0.01 0.18 0.18
O -0.26 1.14 3.52
H 0.01 0.07 0.26
H 0.70 -1.35 -1.03
C 0.41 0.23 -0.15
H -1.35 2.13 0.70
H -1.84 0.03 -1.28
C 0.15 -0.23 -0.37
O -3.46 -1.33 1.82
H -0.17 0.12 0.08
C 0.20 0.48 -0.09
H 0.30 0.15 0.22
H -0.05 -0.22 -0.04
H 0.01 -0.20 0.04
C -0.39 -0.57 0.62
O -0.18 -0.98 0.57
C -0.87 3.81 1.32
H 0.15 -0.06 -0.18
H -0.16 -0.31 -0.11
H -1.39 -0.80 1.64
H -0.16 1.82 0.77
O -0.79 -1.21 1.02
H 0.09 -0.15 0.15
C 0.36 0.12 -0.46
C 0.29 -1.61 -0.16
H -0.18 -0.08 -0.11
H 0.00 -0.16 0.17
H -0.01 0.25 0.02
C 0.31 0.16 -0.03
H -0.02 -0.17 0.10
H -0.08 0.17 -0.11
H -0.26 -0.07 0.02
C -0.91 -1.37 0.15
H 1.98 -1.43 -0.08
B 3.27 -0.54 2.35
H 0.16 -0.14 -0.08
H -0.11 0.87 -2.33
H -0.19 0.13 -0.06
C 0.02 -0.45 0.17
C 1.72 0.18 0.88
C -0.12 0.34 -0.31
H 0.07 -0.18 0.19
H 0.17 0.16 0.04
H -0.06 -2.05 -1.31
H 0.74 2.25 -0.61
C 0.65 1.20 -1.11
H 0.12 0.16 0.13
H -0.12 -0.73 2.30
O 0.82 1.29 -0.07
C -0.38 -0.36 0.13
O -0.59 -1.12 1.04
C 0.69 0.75 -0.81
H -0.11 0.06 0.22
C -0.41 0.17 -0.12
H -0.20 -0.19 0.00
H 1.69 -0.79 -0.84
C -0.04 -0.29 0.46
H -0.24 -0.06 -0.01
H 0.19 0.05 0.11
C 1.02 0.33 -1.20
H -0.04 -0.24 -0.04
H 1.92 -1.27 0.34
O 0.56 0.45 -0.69

=====

2.
Computed, not measured: a 9-piece molecular cluster, C29H60Cl10N2O4 overall in a non-equilibrium geometry, with ωB97M-V/def2-TZVPD.

* strongest force on any atom: 4.51 eV Å⁻¹
* E: -167431.86663 eV
* HOMO level: -0.1998 Ha
* multiplicity: 1
* gap between HOMO and LUMO: 5.44 eV

Each line ends with the Mulliken charge.
Cartesian coordinates (Å):
C1 4.165 1.325 -1.327  -0.74
H1 4.706 -4.198 -1.565  0.40
H2 3.243 2.247 -3.037  0.35
Cl1 0.706 -5.298 2.744  -0.17
Cl2 -4.560 -3.429 2.685  -0.21
C2 -0.893 0.175 0.480  0.20
C3 3.203 2.355 -1.954  -0.76
H3 -1.471 0.768 -3.000  -0.45
H4 0.923 -6.939 -2.883  0.26
H5 -0.742 4.604 2.079  0.51
H6 -0.849 -2.116 0.081  -0.01
Cl3 -3.210 -0.681 -3.409  -0.21
Cl4 -2.535 -4.677 1.103  -0.15
C4 -0.235 -1.226 -0.061  0.49
H7 2.963 -0.217 -2.217  -0.52
H8 1.102 1.786 -1.974  -0.13
H9 3.692 3.316 -1.792  0.40
H10 -4.245 5.182 1.294  0.36
C5 -4.670 4.180 1.358  -0.64
H11 0.494 -1.018 3.506  -0.19
Cl5 -3.327 2.181 -3.537  -0.22
Cl6 0.251 0.641 -5.822  -0.19
H12 5.984 -0.818 0.162  0.51
H13 4.400 1.521 -0.280  0.35
C6 -0.341 -3.851 -3.383  0.59
C7 0.087 -6.320 -3.210  -0.50
H14 -0.147 4.305 4.189  0.29
O1 0.036 -4.372 -4.665  -0.34
H15 -2.448 5.902 3.086  0.40
Cl7 2.599 -3.116 2.557  -0.20
H16 -1.373 3.295 0.909  0.22
H17 3.035 -2.736 -2.189  0.45
H18 0.133 -3.053 2.419  -0.57
H19 -1.064 -5.236 -1.839  0.12
C8 0.907 -0.235 -4.427  1.41
H20 0.269 -3.006 -3.065  -0.59
C9 5.132 -1.498 0.191  -0.54
H21 -3.814 5.291 3.702  0.38
C10 5.313 -2.954 0.238  -0.98
H22 1.089 0.490 -3.633  -0.87
O2 1.072 -6.196 -5.506  -0.65
H23 -4.175 2.385 2.730  0.47
Cl8 2.361 -1.139 -4.858  -0.21
H24 -1.387 -3.581 -3.530  0.18
C11 -1.884 2.831 3.629  -0.16
H25 -1.203 2.375 2.910  -0.02
H26 -6.005 5.750 -0.746  0.36
C12 3.461 -0.062 -1.260  0.32
C13 -0.049 -0.801 4.425  0.60
C14 -6.198 4.678 -0.707  -1.38
C15 0.940 -3.695 2.065  1.59
H27 -2.828 0.813 -1.791  -0.19
H28 2.723 -2.263 -0.546  -0.58
O3 0.333 -1.189 -1.352  -0.34
N1 4.413 -1.287 -1.155  0.45
H29 1.005 -3.837 0.986  -0.65
H30 5.177 1.386 -1.727  0.39
H31 -0.659 3.103 5.425  0.38
C16 -0.987 3.760 4.619  -0.72
C17 -4.930 3.850 -0.074  -0.51
H32 -4.050 4.040 -0.689  0.28
H33 -5.174 2.798 -0.216  0.38
H34 -5.586 4.336 1.927  0.41
H35 4.827 -1.305 -3.217  0.21
H36 -2.624 2.121 3.999  0.23
H37 -2.032 4.963 0.880  0.28
C18 -2.548 0.835 -2.844  1.00
C19 -3.767 3.065 1.981  -0.23
H38 0.636 -4.852 -1.679  -0.11
H39 3.661 -4.557 -0.190  0.37
H40 6.368 -3.133 0.031  0.33
H41 0.136 -0.944 -4.127  -0.21
H42 -0.761 -7.005 -3.209  0.28
Cl9 -0.440 -2.337 5.165  -0.18
H43 -1.027 -0.343 4.276  -0.02
H44 -1.434 0.736 -0.282  -0.52
N2 -2.530 3.760 2.652  0.20
H45 -3.290 2.386 1.273  0.06
H46 -7.141 4.674 -0.162  0.36
C20 4.245 -3.773 -0.674  -0.69
O4 -1.684 0.361 1.622  -0.78
H47 -1.608 5.514 5.468  0.40
H48 0.475 -1.355 0.756  -0.45
C21 1.768 2.461 -1.437  -0.71
H49 -2.914 4.229 5.560  0.31
Cl10 0.824 0.188 5.582  -0.23
H50 -2.670 -2.457 1.555  -0.16
H51 1.703 2.372 -0.353  0.23
H52 5.916 -2.333 -2.334  0.49
H53 1.313 3.451 -1.469  0.54
C22 3.515 -2.582 -1.223  0.34
H54 5.097 -3.149 1.289  0.44
C23 -1.566 4.194 1.496  -0.90
H55 2.704 -0.028 -0.475  0.28
C24 -0.149 -5.059 -2.406  0.21
C25 -2.120 4.690 4.972  -0.58
C26 5.424 -1.360 -2.307  -0.98
H56 4.431 -1.085 0.916  0.29
C27 -2.892 -3.365 2.116  0.68
H57 6.179 -0.589 -2.152  0.34
H58 -6.379 4.175 -1.657  0.36
C28 0.465 -5.635 -4.571  0.50
C29 -2.771 4.993 3.592  -0.61
H59 -2.190 -3.379 2.950  -0.14
H60 -0.030 0.835 0.566  -0.18

Forces on the atoms, in the same order (eV/Å):
C -0.62 -0.95 1.35
H 0.57 -0.52 0.43
H -0.25 -0.27 -0.11
Cl -0.18 -0.33 0.25
Cl -0.07 0.25 0.18
C -0.72 0.55 0.04
C 0.91 0.97 0.18
H -0.18 0.44 0.13
H 0.16 0.27 -0.05
H 0.38 -0.13 -0.75
H -1.08 -0.17 -0.09
Cl -0.31 -0.88 -0.67
Cl 0.44 -1.68 -1.25
C -0.10 1.52 -0.79
H -0.27 -0.25 0.20
H -0.12 -0.23 0.64
H 0.06 0.20 0.03
H 0.63 -0.05 0.66
C 0.26 -0.73 0.32
H -0.01 0.58 0.17
Cl -0.43 1.50 -0.91
Cl 0.07 0.14 -0.07
H 0.34 -0.50 0.18
H -0.37 0.70 0.32
C -0.50 -1.24 0.46
C 1.06 1.31 -1.08
H -0.11 -0.41 -0.37
O 1.00 -0.39 0.02
H 0.90 -0.23 -0.06
Cl -0.76 0.26 -0.05
H 0.37 0.00 0.20
H 0.33 0.50 -0.16
H 0.48 0.18 -0.22
H 0.05 0.50 0.28
C -0.84 -0.01 0.09
H -0.12 0.13 -0.19
C -2.04 2.37 -2.10
H -0.36 -0.96 -0.01
C 0.34 -2.17 1.28
H 0.20 -0.38 -0.11
O -1.62 1.64 2.52
H -0.52 0.49 0.02
Cl 0.23 0.01 0.12
H 0.08 0.30 0.54
C 3.98 0.48 -2.06
H -0.10 -1.62 0.63
H 0.45 -0.05 -0.66
C 1.52 0.25 -1.58
C -1.03 -0.03 -0.10
C 1.55 -0.96 0.72
C 0.78 -0.58 -0.24
H 0.67 0.25 -0.07
H -0.44 -0.21 -0.12
O -0.24 0.28 1.26
N -0.44 -1.25 -0.68
H -0.38 0.51 0.20
H -0.26 -0.35 -0.88
H 0.16 0.27 0.06
C -2.97 -2.58 -0.59
C -2.90 0.61 -1.40
H 0.01 0.07 -0.05
H 0.02 -0.09 0.11
H -0.11 -0.38 0.01
H 0.29 0.52 -0.07
H 0.41 0.29 0.46
H -0.12 -0.06 0.26
C 0.29 -1.44 1.55
C 1.13 1.92 0.63
H 0.08 0.04 -0.11
H -0.04 0.55 0.27
H -0.18 -0.76 -0.04
H 0.30 0.09 0.22
H -0.17 0.35 -0.65
Cl -0.06 -1.08 0.30
H 0.50 0.18 -0.66
H -0.22 -0.52 -1.39
N -1.12 1.50 0.48
H -0.05 -0.02 -0.26
H 0.17 -0.77 0.51
C 2.30 2.24 -0.47
O 0.39 -0.99 0.34
H -1.05 0.64 0.04
H 1.20 -0.20 0.53
C -0.11 0.09 0.37
H 0.46 0.00 0.43
Cl 0.55 0.47 0.01
H -0.52 0.24 0.13
H 0.11 -1.06 0.09
H -0.10 -0.01 0.42
H 0.39 0.37 -1.00
C -1.80 1.42 0.92
H 0.44 -0.83 -0.01
C -0.92 -0.52 1.88
H 0.09 -0.68 0.02
C -1.11 0.30 1.16
C 0.42 0.71 -0.77
C -0.97 0.04 0.75
H -0.03 -0.28 0.19
C 0.60 1.49 0.66
H -0.25 0.05 -0.39
H -0.05 0.70 -0.26
C 1.10 -2.99 -2.69
C -0.69 1.04 -0.30
H -0.42 -0.11 0.24
H 1.24 0.11 0.08